{
  "formula": "C17H29NO4",
  "method": "ωB97M-V/def2-TZVPD",
  "e_tot_ha": -1020.316602,
  "de_lowest_kcal_mol": 389.0,
  "mol_weight_g_mol": 311.422,
  "gap_ev": 9.75,
  "elements": ["C", "C", "H", "O", "C", "C", "C", "C", "C", "O", "H", "H", "H", "H", "H", "H", "H", "H", "C", "C", "C", "O", "C", "O", "N", "H", "H", "H", "H", "C", "C", "C", "C", "C", "C", "H", "H", "H", "H", "H", "H", "H", "H", "H", "H", "H", "H", "H", "H", "H", "H"],
  "xyz": [[-0.60, 2.23, -4.22], [-0.04, 0.76, -3.91], [-0.69, -0.08, -4.08], [0.48, 0.62, -2.70], [-0.48, -0.13, -1.88], [0.40, -0.09, -0.55], [1.75, -0.64, -0.78], [2.94, 0.04, -1.01], [4.19, -0.62, -1.61], [3.85, -1.16, -2.75], [3.65, -0.55, -3.34], [4.61, -1.43, -0.98], [4.79, 0.14, -1.70], [2.67, 0.91, -1.64], [3.17, 0.56, -0.09], [1.76, -1.39, -1.59], [1.92, -1.35, 0.19], [0.58, 0.95, -0.15], [-0.37, -1.05, 0.60], [-1.80, -0.48, 0.30], [-2.32, 0.12, -0.76], [-1.35, 0.82, -1.76], [-3.62, 0.61, -0.76], [-4.46, 0.44, 0.04], [-3.94, 1.03, -1.91], [-3.34, 1.52, -2.47], [-5.17, 1.66, -2.06], [-2.46, -1.02, 1.06], [-0.31, -1.89, 0.21], [-0.04, -0.65, 1.99], [-0.37, 0.56, 2.52], [0.00, 0.73, 3.86], [-0.44, -0.27, 4.87], [-0.16, -1.62, 4.24], [-0.59, -1.81, 2.82], [-1.44, -1.84, 2.96], [-0.24, -2.97, 2.49], [-0.36, -2.18, 4.99], [1.10, -1.69, 4.31], [0.07, -0.05, 5.78], [-1.63, -0.07, 4.96], [-0.13, 2.04, 4.23], [1.13, 0.89, 3.83], [-0.20, 1.51, 1.79], [-1.48, 0.62, 2.38], [0.98, -0.77, 2.12], [-0.65, -0.99, -2.16], [0.70, 0.69, -4.63], [-1.35, 2.21, -3.54], [-0.90, 2.27, -5.39], [0.18, 2.86, -4.13]]
}

{
  "formula": "C4H32N2O13",
  "method": "ωB97M-V/def2-TZVPD",
  "e_tot_ha": -1259.225675,
  "smiles": "NCC[C@@H](N)C(=O)O.O.O.O.O.O.O.O.O.O.O.O",
  "de_lowest_kcal_mol": 79.1,
  "mol_weight_g_mol": 316.301,
  "gap_ev": 10.01,
  "elements": ["O", "C", "O", "C", "C", "C", "N", "N", "H", "H", "H", "H", "H", "H", "H", "H", "H", "H", "H", "H", "O", "H", "H", "O", "H", "H", "O", "H", "H", "O", "H", "H", "O", "H", "H", "O", "H", "H", "O", "H", "H", "O", "H", "H", "O", "H", "H", "O", "H", "H", "O"],
  "xyz": [[0.22, -0.45, 1.15], [1.09, 0.35, 0.85], [1.30, 1.24, 1.83], [1.91, 0.46, -0.45], [0.85, 0.39, -1.56], [1.44, -0.24, -2.86], [0.54, -1.35, -3.27], [2.61, 1.74, -0.27], [2.58, -0.41, -0.34], [0.25, 1.28, -1.74], [-0.01, -0.18, -1.20], [2.29, -0.77, -2.44], [1.40, 0.53, -3.62], [-0.22, -1.06, -3.87], [1.07, -1.99, -3.86], [2.53, 2.43, -1.00], [1.82, 1.98, 1.51], [3.60, 1.57, -0.09], [-3.47, -2.79, 1.09], [-3.76, -1.73, -0.07], [-3.38, -1.88, 0.80], [-0.04, -2.59, -1.45], [-0.20, -1.66, -0.12], [0.08, -2.51, -0.53], [-0.21, -3.44, 1.11], [-0.54, -2.98, 2.44], [-0.60, -3.79, 1.93], [2.42, -2.23, 1.18], [2.42, -3.66, 0.60], [2.96, -3.02, 1.07], [-1.23, -1.08, 3.29], [-0.50, 0.21, 2.95], [-1.24, -0.14, 3.45], [3.92, -2.35, -0.34], [4.29, -1.42, -1.56], [4.29, -1.47, -0.60], [-2.84, 0.40, -2.08], [-2.48, 1.36, -3.10], [-2.08, 0.61, -2.64], [-1.26, 3.78, 1.19], [0.27, 3.99, 1.11], [-0.54, 4.06, 0.60], [-4.54, 1.28, -0.12], [-3.76, 0.03, 0.13], [-4.07, 0.59, -0.59], [-1.28, 2.45, -1.59], [-0.98, 3.96, -1.11], [-1.11, 3.35, -1.85], [-1.69, 1.75, 2.29], [-2.75, 2.33, 3.22], [-2.17, 2.56, 2.48]]
}

{
  "formula": "C3H5Br3Si",
  "method": "ωB97M-V/def2-TZVPD",
  "e_tot_ha": -8128.820580,
  "de_lowest_kcal_mol": 86.0,
  "mol_weight_g_mol": 308.871,
  "gap_ev": [5.18, 5.18],
  "elements": ["C", "C", "C", "Si", "Br", "Br", "Br", "H", "H", "H", "H", "H"],
  "xyz": [[-0.26, 1.35, 0.90], [0.23, 0.22, 0.30], [1.32, 0.07, -0.67], [-0.66, -1.33, 0.76], [-0.46, -3.33, -0.16], [-2.31, -1.45, 2.17], [-1.33, 0.63, -2.47], [-1.30, 1.35, 1.29], [0.05, 2.28, 0.52], [1.71, 1.01, -0.86], [0.78, -0.41, -1.51], [2.22, -0.37, -0.27]]
}

{
  "formula": "CHCl3S",
  "method": "ωB97M-V/def2-TZVPD",
  "e_tot_ha": -1817.339946,
  "de_lowest_kcal_mol": 64.8,
  "mol_weight_g_mol": 151.445,
  "gap_ev": [6.26, 9.13],
  "elements": ["C", "S", "Cl", "Cl", "Cl", "H"],
  "xyz": [[-1.15, -0.98, -0.19], [2.35, 1.63, -0.34], [-0.05, 0.18, -0.70], [-1.63, -0.67, 1.38], [-1.11, -2.58, -0.75], [1.60, 2.43, 0.61]]
}

{
  "formula": "C26H32N7O3RuS4",
  "method": "ωB97M-V/def2-TZVPD",
  "e_tot_ha": -3306.312807,
  "de_lowest_kcal_mol": 29.8,
  "charge": 1,
  "mol_weight_g_mol": 719.926,
  "gap_ev": 6.07,
  "elements": ["Ru", "O", "N", "C", "C", "C", "C", "C", "S", "H", "H", "H", "H", "C", "C", "S", "C", "C", "S", "C", "C", "S", "H", "H", "H", "H", "H", "H", "H", "H", "H", "H", "H", "H", "N", "N", "N", "C", "N", "N", "H", "H", "H", "C", "O", "C", "C", "C", "C", "C", "C", "N", "C", "C", "C", "C", "C", "C", "C", "O", "H", "H", "H", "H", "H", "H", "H", "H", "H", "H", "H", "H", "H"],
  "xyz": [[0.65, 0.84, -0.87], [2.06, 1.44, 0.42], [1.67, 1.57, 1.71], [2.61, 1.40, 2.65], [2.32, 1.57, 3.98], [1.01, 1.91, 4.33], [0.06, 2.07, 3.35], [0.39, 1.89, 2.00], [-0.68, 2.12, 0.67], [3.59, 1.15, 2.26], [3.10, 1.44, 4.71], [0.75, 2.05, 5.37], [-0.96, 2.33, 3.58], [-2.66, 2.78, -1.84], [-1.51, 3.33, -2.69], [0.18, 2.63, -2.56], [0.29, 1.72, -4.09], [-0.62, 0.51, -4.15], [-0.27, -0.63, -2.79], [-1.97, -1.07, -2.27], [-2.70, -0.01, -1.48], [-3.48, 1.29, -2.47], [-3.45, 3.54, -1.83], [-2.37, 2.61, -0.82], [-1.36, 4.38, -2.45], [-1.76, 3.26, -3.74], [1.34, 1.44, -4.16], [0.08, 2.38, -4.92], [-0.46, -0.01, -5.10], [-1.66, 0.80, -4.07], [-1.83, -1.96, -1.66], [-2.50, -1.36, -3.18], [-1.99, 0.48, -0.80], [-3.46, -0.49, -0.86], [5.12, 1.99, -3.66], [4.14, 1.16, -3.16], [4.22, -0.14, -3.26], [3.14, -0.51, -2.57], [2.47, 0.55, -2.10], [3.13, 1.63, -2.51], [5.56, 1.54, -4.45], [4.72, 2.90, -3.84], [2.84, -1.53, -2.42], [-4.57, 0.24, 2.09], [-3.60, -0.79, 1.85], [-2.53, -0.84, 2.68], [-2.40, -0.11, 3.86], [-1.28, -0.30, 4.66], [-0.28, -1.18, 4.29], [-0.41, -1.91, 3.11], [-1.53, -1.75, 2.33], [-1.81, -2.62, 1.22], [-0.98, -3.34, 0.51], [0.39, -3.15, 0.28], [1.14, -4.32, -0.10], [2.48, -4.27, -0.28], [3.14, -3.02, -0.10], [2.45, -1.88, 0.16], [1.03, -1.87, 0.32], [0.35, -0.81, 0.45], [-5.07, 0.08, 3.05], [-5.29, 0.17, 1.29], [-4.09, 1.22, 2.08], [-3.17, 0.58, 4.16], [-1.20, 0.25, 5.59], [0.59, -1.32, 4.91], [0.34, -2.63, 2.83], [-2.80, -2.82, 1.11], [-1.43, -4.23, 0.08], [0.61, -5.26, -0.19], [3.04, -5.16, -0.53], [4.22, -2.98, -0.20], [2.95, -0.92, 0.25]]
}

{
  "formula": "CH5ClN2S",
  "method": "ωB97M-V/def2-TZVPD",
  "e_tot_ha": -1008.863861,
  "de_lowest_kcal_mol": 64.8,
  "mol_weight_g_mol": 112.585,
  "gap_ev": 7.72,
  "elements": ["C", "N", "N", "S", "Cl", "H", "H", "H", "H", "H"],
  "xyz": [[-0.23, -1.24, -0.66], [0.52, -0.40, 0.19], [0.31, 0.86, 0.02], [0.80, 1.81, 1.26], [-2.02, 1.13, -0.06], [0.05, -2.33, -0.40], [-1.39, -1.19, -0.37], [-0.06, -0.81, -1.57], [0.90, -0.69, 1.09], [1.11, 2.86, 0.51]]
}

{
  "formula": "C6H12",
  "method": "ωB97M-V/def2-TZVPD",
  "e_tot_ha": -235.630678,
  "de_lowest_kcal_mol": 117.7,
  "mol_weight_g_mol": 84.162,
  "gap_ev": [8.94, 7.04],
  "elements": ["C", "C", "C", "C", "C", "C", "H", "H", "H", "H", "H", "H", "H", "H", "H", "H", "H", "H"],
  "xyz": [[-1.44, -0.82, 1.20], [-0.99, 0.65, 1.20], [-0.83, 1.16, -0.14], [0.51, 1.20, -0.75], [0.47, -0.33, -0.92], [1.79, -1.05, -0.59], [-2.20, -1.00, 0.42], [-0.25, -0.87, -0.12], [-1.78, -1.19, 2.18], [-0.10, 0.81, 1.83], [-1.82, 1.25, 1.63], [-1.71, 1.17, -0.78], [1.28, 1.53, -0.04], [0.60, 1.78, -1.68], [0.12, -0.58, -1.92], [2.54, -0.84, -1.36], [1.63, -2.13, -0.54], [2.19, -0.74, 0.38]]
}